{
  "formula": "C54H124N4O10",
  "method": "wB97M-V/def2-TZVPD",
  "orbital_gap_ev": 8.2399,
  "e_tot_ha": -3103.0353,
  "e_above_lowest_kcal_mol": 73.6,
  "e_homo_ev": -7.90,
  "smiles": "CC1(C)CCCC(C)(C)N1O.CC1(C)CCCC(C)(C)N1O.CC1(C)CCCC(C)(C)N1O.CC1(C)CCCC(C)(C)N1O.CC(C)O.CC(C)O.CC(C)O.CC(C)O.CC(C)O.CC(C)O",
  "species": ["C", "C", "C", "C", "C", "C", "C", "C", "C", "N", "O", "H", "H", "H", "H", "H", "H", "H", "H", "H", "H", "H", "H", "H", "H", "H", "H", "H", "H", "H", "C", "C", "C", "C", "C", "C", "C", "C", "C", "N", "O", "H", "H", "H", "H", "H", "H", "H", "H", "H", "H", "H", "H", "H", "H", "H", "H", "H", "H", "H", "C", "C", "C", "C", "C", "C", "C", "C", "C", "N", "O", "H", "H", "H", "H", "H", "H", "H", "H", "H", "H", "H", "H", "H", "H", "H", "H", "H", "H", "H", "C", "C", "C", "C", "C", "C", "C", "C", "C", "N", "O", "H", "H", "H", "H", "H", "H", "H", "H", "H", "H", "H", "H", "H", "H", "H", "H", "H", "H", "H", "C", "C", "C", "O", "H", "H", "H", "H", "H", "H", "H", "H", "C", "C", "C", "O", "H", "H", "H", "H", "H", "H", "H", "H", "C", "C", "C", "O", "H", "H", "H", "H", "H", "H", "H", "H", "C", "C", "C", "O", "H", "H", "H", "H", "H", "H", "H", "H", "C", "C", "C", "O", "H", "H", "H", "H", "H", "H", "H", "H", "C", "C", "C", "O", "H", "H", "H", "H", "H", "H", "H", "H"],
  "xyz": [[-1.915, -5.150, -3.735], [-2.757, -3.966, -4.164], [-2.179, -2.709, -3.458], [-2.584, -3.925, -5.679], [-3.538, -2.877, -6.317], [-5.032, -3.162, -5.927], [-5.250, -3.340, -4.395], [-5.273, -1.909, -3.773], [-6.623, -3.941, -4.112], [-4.163, -4.123, -3.808], [-4.362, -4.399, -2.451], [-0.854, -5.021, -3.941], [-1.981, -5.251, -2.641], [-2.232, -6.148, -4.048], [-2.923, -2.186, -2.866], [-1.295, -2.873, -2.843], [-1.895, -1.963, -4.209], [-1.552, -3.669, -5.922], [-2.750, -4.932, -6.065], [-3.268, -1.878, -5.980], [-3.250, -3.023, -7.360], [-5.308, -4.081, -6.445], [-5.494, -2.254, -6.308], [-6.248, -1.436, -3.906], [-4.553, -1.159, -4.101], [-5.095, -2.114, -2.713], [-6.881, -3.913, -3.058], [-6.598, -4.980, -4.468], [-7.389, -3.566, -4.792], [-4.585, -5.336, -2.413], [-3.947, -1.084, 0.177], [-4.375, 0.299, 0.695], [-3.292, 0.796, 1.645], [-4.522, 1.224, -0.530], [-5.807, 0.964, -1.313], [-6.982, 1.151, -0.359], [-7.025, 0.143, 0.785], [-7.996, 0.737, 1.838], [-7.432, -1.197, 0.203], [-5.663, 0.217, 1.410], [-5.577, -0.655, 2.523], [-3.084, -1.040, -0.490], [-3.709, -1.726, 1.026], [-4.743, -1.608, -0.352], [-2.314, 0.764, 1.161], [-3.578, 1.788, 2.005], [-3.169, 0.168, 2.528], [-4.494, 2.290, -0.294], [-3.658, 1.043, -1.175], [-5.913, 1.787, -2.023], [-5.818, -0.015, -1.786], [-7.891, 1.151, -0.969], [-6.987, 2.165, 0.055], [-8.940, 1.000, 1.355], [-7.559, 1.713, 2.059], [-8.164, 0.185, 2.760], [-7.685, -1.892, 1.009], [-6.673, -1.635, -0.435], [-8.388, -1.039, -0.302], [-6.022, -0.165, 3.223], [-1.462, 3.809, -1.004], [-0.815, 5.146, -1.410], [0.455, 4.847, -2.189], [-1.846, 5.859, -2.311], [-1.604, 7.323, -2.604], [-1.224, 8.023, -1.281], [-0.228, 7.336, -0.339], [1.223, 7.582, -0.819], [-0.392, 8.087, 1.005], [-0.618, 5.937, -0.194], [0.167, 5.260, 0.757], [-0.786, 3.198, -0.403], [-2.465, 3.867, -0.577], [-1.672, 3.192, -1.884], [0.842, 5.740, -2.682], [1.254, 4.417, -1.580], [0.318, 4.108, -2.984], [-1.917, 5.297, -3.247], [-2.821, 5.759, -1.822], [-0.778, 7.372, -3.322], [-2.483, 7.806, -3.025], [-2.189, 8.213, -0.804], [-0.780, 8.995, -1.513], [1.835, 6.676, -0.815], [1.740, 8.339, -0.237], [1.207, 7.746, -1.900], [0.369, 7.723, 1.700], [-1.345, 7.898, 1.498], [-0.226, 9.151, 0.848], [-0.472, 4.680, 1.196], [7.371, -4.947, 0.532], [6.881, -3.863, 1.502], [6.250, -4.524, 2.715], [8.151, -3.031, 1.794], [7.930, -1.648, 2.386], [6.995, -0.799, 1.516], [5.687, -1.539, 1.228], [4.832, -1.533, 2.522], [4.970, -0.788, 0.114], [5.969, -2.935, 0.823], [4.751, -3.566, 0.415], [7.911, -4.556, -0.328], [7.963, -5.670, 1.103], [6.620, -5.636, 0.129], [5.293, -4.977, 2.459], [6.906, -5.199, 3.262], [6.028, -3.713, 3.415], [8.749, -3.589, 2.523], [8.741, -2.947, 0.881], [7.606, -1.809, 3.417], [8.909, -1.172, 2.481], [7.407, -0.487, 0.553], [6.943, 0.117, 2.113], [4.107, -2.344, 2.584], [4.220, -0.625, 2.514], [5.490, -1.532, 3.386], [4.768, 0.195, 0.543], [4.001, -1.232, -0.122], [5.474, -0.735, -0.851], [4.656, -3.243, -0.499], [0.594, 2.655, 3.381], [-0.736, 3.064, 4.026], [-0.538, 3.639, 5.409], [-1.324, 4.046, 3.170], [0.826, 1.687, 3.833], [1.359, 3.408, 3.553], [0.503, 2.517, 2.303], [-1.415, 2.215, 4.168], [-1.418, 4.145, 5.811], [0.122, 4.517, 5.327], [-0.016, 3.017, 6.135], [-2.270, 3.900, 3.090], [1.239, -0.842, 4.304], [0.106, -0.329, 5.192], [-1.204, -0.312, 4.461], [0.023, -1.216, 6.324], [1.225, -0.494, 3.267], [1.350, -1.925, 4.273], [2.167, -0.382, 4.660], [0.388, 0.657, 5.567], [-1.622, -1.297, 4.243], [-1.095, 0.208, 3.502], [-2.045, 0.226, 4.912], [0.442, -2.040, 6.070], [0.676, -1.337, -0.957], [1.173, -0.182, -0.115], [1.931, 0.889, -0.913], [-0.035, 0.441, 0.397], [0.279, -2.073, -0.254], [1.498, -1.789, -1.513], [-0.151, -1.014, -1.587], [1.617, -0.477, 0.845], [1.176, 1.354, -1.547], [2.762, 0.441, -1.454], [2.293, 1.624, -0.188], [0.227, 1.282, 0.790], [4.728, 3.169, 0.765], [4.914, 4.589, 1.335], [3.615, 5.059, 1.993], [5.964, 4.623, 2.287], [4.654, 2.541, 1.654], [5.662, 2.915, 0.263], [3.895, 3.141, 0.071], [5.186, 5.295, 0.539], [2.821, 5.184, 1.256], [3.788, 5.941, 2.617], [3.263, 4.322, 2.721], [5.943, 5.473, 2.733], [-0.501, -5.709, 1.667], [-0.258, -4.203, 1.788], [-1.513, -3.437, 1.413], [-0.045, -3.914, 3.176], [-1.262, -5.965, 2.409], [0.402, -6.155, 2.102], [-0.702, -6.082, 0.668], [0.616, -3.994, 1.160], [-1.739, -3.842, 0.420], [-1.368, -2.361, 1.323], [-2.302, -3.666, 2.125], [0.311, -4.676, 3.644], [4.836, -2.418, -4.059], [4.416, -3.690, -3.278], [5.635, -4.329, -2.674], [3.558, -3.155, -2.259], [5.459, -2.762, -4.887], [5.358, -1.702, -3.432], [3.899, -2.007, -4.433], [3.837, -4.311, -3.966], [6.339, -3.651, -2.176], [6.348, -4.766, -3.383], [5.415, -5.083, -1.915], [3.086, -3.895, -1.848]],
  "forces_ev_per_angstrom": [[-0.2, -1.0, 2.1], [0.8, 0.4, 0.5], [0.2, 0.8, -0.7], [-1.0, 1.2, 0.4], [0.6, -1.7, 0.8], [2.0, -0.3, -0.3], [0.5, 2.5, -0.5], [-0.3, -0.3, 0.6], [0.5, -1.4, -1.0], [-0.5, -2.1, -1.7], [0.1, 0.5, 0.4], [-0.1, 0.2, -0.3], [0.2, 0.2, 0.0], [-0.2, 0.3, -0.7], [0.0, -0.3, 0.3], [-0.1, -0.3, 0.0], [0.2, 0.0, 0.0], [0.1, 0.0, 0.2], [-0.3, 0.1, -0.2], [0.2, 0.1, -0.1], [-1.0, 0.7, -0.4], [-0.4, 0.1, -0.2], [-1.0, -0.4, 0.2], [-0.1, -0.2, 0.1], [0.3, -0.4, -0.2], [-0.2, 0.5, 0.1], [-0.2, 0.1, -0.1], [0.2, -0.2, 0.5], [0.0, 0.8, 0.4], [0.0, 0.0, -0.1], [-0.1, -0.6, 0.2], [-0.2, -0.9, -0.5], [-0.1, 0.1, 0.3], [0.1, -0.3, -0.2], [0.0, 1.0, 1.0], [-0.3, 0.4, -0.5], [1.1, 0.7, 0.0], [0.3, 0.5, -0.8], [-0.9, -0.3, 1.2], [-0.6, 1.1, 0.1], [0.0, -0.4, -0.2], [0.1, 0.1, 0.1], [0.1, 0.0, 0.0], [0.0, 0.2, -0.1], [-0.1, 0.4, -0.2], [0.3, 0.2, -0.1], [-0.4, -0.2, -0.1], [0.0, 0.0, 0.4], [0.1, 0.0, 0.1], [0.1, -0.4, -0.6], [0.0, 0.1, -0.2], [-0.2, -0.5, 0.3], [0.5, 0.0, 0.0], [-0.2, -0.5, 0.1], [0.0, -0.1, 0.4], [0.0, -0.3, -0.1], [0.4, -0.2, 0.0], [-0.2, 0.0, -0.2], [0.2, -0.1, -0.4], [0.2, 0.0, 0.1], [-0.1, -0.6, -0.6], [-0.6, -0.5, -0.1], [0.8, -0.2, -0.5], [-0.7, -0.3, 0.1], [1.5, -0.3, 0.7], [-0.5, 0.3, -1.0], [-0.2, 0.5, 0.6], [0.0, -1.2, -0.9], [0.6, -0.9, 0.3], [-1.3, 0.6, -0.2], [0.6, -0.2, -0.2], [-0.2, 0.1, 0.2], [0.3, 0.5, 0.6], [0.4, 0.2, -0.2], [0.1, 0.0, 0.1], [-0.1, 0.2, 0.3], [-0.4, 0.0, 0.0], [0.0, -0.1, 0.1], [0.0, 0.0, 0.1], [-0.1, 0.3, -0.1], [0.0, 0.0, -0.2], [0.2, 0.0, 0.5], [-0.2, 0.1, 0.1], [-0.1, 0.0, 0.7], [0.0, 0.3, -0.3], [0.1, 0.8, 0.1], [0.1, 0.1, 0.0], [-0.2, 0.1, -0.3], [-0.1, 0.0, 0.0], [0.1, 0.3, 0.4], [-0.5, -1.1, 0.0], [0.3, 0.3, -1.0], [-0.2, 1.1, 0.8], [0.1, -0.2, 0.7], [0.5, -0.7, -0.7], [0.7, -0.3, 0.8], [-0.3, -0.6, 1.2], [-0.5, 0.7, -0.5], [-0.9, -0.3, 0.2], [0.5, 0.4, -1.6], [0.4, 0.2, 0.2], [0.2, 0.1, 0.2], [0.6, 0.4, -0.1], [-0.5, 0.6, 0.1], [0.1, -0.2, -0.1], [0.0, -0.3, -0.3], [-0.1, -0.2, 0.2], [0.1, -0.2, -0.2], [-0.1, 0.0, -0.1], [-0.5, 0.5, -0.1], [0.0, 0.1, -0.1], [0.5, -0.3, 0.1], [-1.1, 0.2, -0.4], [0.2, -0.2, -0.2], [0.2, 0.1, 0.3], [-0.2, 0.0, 0.2], [0.1, 0.2, -0.5], [-0.1, 0.0, 0.3], [0.5, 0.1, 0.2], [-0.1, -0.3, 0.2], [-0.8, -0.6, 0.6], [0.0, -0.1, 0.0], [1.0, 1.9, 0.2], [-0.2, 0.2, -0.3], [0.6, 0.3, -0.2], [0.1, -0.1, 0.1], [-0.2, 0.0, 0.0], [0.2, 0.0, -0.6], [-0.4, -0.8, 0.1], [0.2, -0.2, -0.3], [-0.5, -0.4, 0.0], [0.0, 0.0, 0.1], [1.0, 1.0, -0.4], [0.1, -1.4, 0.0], [-1.2, 0.6, -1.0], [-0.1, 0.6, 0.3], [-0.6, -0.1, 0.0], [-0.2, 0.0, 0.1], [0.1, -0.5, 0.3], [-0.2, -0.1, 0.1], [0.5, -0.2, 0.0], [0.2, -0.3, 0.0], [0.4, 0.0, 0.6], [0.0, -0.1, 0.0], [0.4, -0.3, 0.9], [-1.0, 1.0, 0.4], [-0.3, -0.7, 1.0], [-0.4, 0.3, -0.2], [-0.1, -0.2, -0.2], [-0.1, 0.0, -0.2], [0.2, 0.1, -0.2], [1.0, -0.5, -0.8], [0.3, 0.0, -0.3], [0.0, 0.3, -0.2], [0.2, 0.1, -0.3], [-0.1, -0.1, 0.0], [1.5, 1.2, 0.8], [-1.0, 0.5, -0.1], [0.1, -0.4, 0.3], [0.4, -0.8, 0.1], [-0.5, -0.4, -0.3], [-0.1, -0.3, -0.2], [-0.1, -0.2, 0.1], [-0.2, -0.1, -0.2], [0.0, 0.4, 0.1], [-0.2, 0.4, -0.5], [0.1, -0.3, -0.2], [0.0, 0.1, 0.0], [0.6, 0.3, 1.4], [-0.9, -0.7, 0.6], [0.8, -0.3, -1.0], [0.5, 0.4, 0.1], [-0.4, -0.1, -0.5], [0.1, -0.4, -0.6], [-0.1, 0.0, 0.0], [0.0, 0.6, 0.2], [-0.6, 0.4, 0.0], [0.0, 0.0, 0.2], [-0.1, 0.0, -0.1], [0.1, 0.0, -0.2], [-0.7, -1.4, -0.2], [0.8, 2.1, -0.2], [1.2, -0.8, 0.4], [-0.3, -0.7, 0.4], [0.1, 0.4, -0.1], [0.0, 0.0, 0.1], [0.2, 0.4, -0.2], [0.2, -0.3, 0.2], [-0.7, 0.6, 0.2], [-0.6, -0.3, -0.4], [-0.2, -0.1, -0.2], [0.0, 0.2, 0.0]]
}